Here is a molecular structure, C42H57BBr2N12OPRbSe2 from the Open Molecules 2025 dataset. Energies are from wB97M-V/def2-TZVPD.

E_LUMO, Ha: 0.12552
E_HOMO, eV: -1.9

ORCA input file:
```
! RIJCOSX wB97M-V def2-TZVPD def2/J DEFGRID3
* xyz -2 1
Se -3.51 3.28 1.72
C 0.71 1.94 2.78
C 7.60 -0.61 -0.76
C -1.90 -0.97 -3.14
C 4.02 -2.09 -2.45
C -3.32 -1.95 1.92
H 2.13 -1.80 4.86
C -5.35 7.67 -1.54
H -0.76 6.08 -0.73
N -2.24 -2.77 1.70
H -0.66 1.78 1.49
N -1.94 -2.26 -1.03
H 8.47 -0.72 -2.67
C -0.26 4.96 -2.61
C -2.97 -0.98 2.85
H -4.49 -2.19 0.11
H 3.57 -4.52 1.17
H 3.82 -3.12 -2.04
H 1.71 -5.88 2.81
H -0.88 3.08 3.39
N 2.77 -0.62 3.25
C -2.03 -2.29 -2.33
C -2.33 -4.34 -1.75
C -1.69 -1.32 3.24
H 0.56 3.74 3.76
C -1.64 2.99 -2.86
C 2.75 -4.51 0.44
C -6.66 7.18 -1.31
C -4.41 5.90 -0.24
H 1.82 2.80 0.78
C 7.59 -0.95 -2.10
C 5.21 -1.44 -1.78
H 6.33 -1.72 -3.67
H 3.42 -2.68 3.25
H -2.25 -5.42 2.98
H -5.32 -2.87 1.52
C -0.97 5.23 -1.41
C 3.47 -1.74 2.65
C -6.79 6.00 -0.60
N 2.73 -1.44 -2.29
C -1.14 8.91 -9.11
C 1.39 -4.75 0.96
H -1.01 -5.42 4.25
H 0.78 4.17 0.18
C -4.21 7.06 -0.95
B -2.11 -4.05 0.75
C -4.66 -2.04 1.20
H -7.57 7.72 -1.60
H -3.18 2.64 -1.42
H -3.02 -4.85 0.93
C 2.59 -0.78 4.71
H 4.57 -1.62 2.60
H 3.01 -5.26 -0.40
N 0.29 1.41 1.73
Br 2.70 3.75 -1.26
N 0.30 -4.33 0.37
N 1.94 1.52 3.28
H 3.66 0.15 0.80
H 4.14 -2.27 -3.50
H 2.87 -0.20 -4.07
Br 2.51 4.96 1.85
C -1.29 -5.83 3.28
H -5.20 -1.14 1.41
O -1.58 7.87 -9.28
N 3.15 0.82 1.42
H 8.42 -0.19 -0.32
H -0.99 -0.46 -2.84
H 2.19 1.69 4.21
H -1.32 -6.94 3.34
H -0.12 3.47 -4.20
H -5.23 8.70 -1.97
H 6.43 -0.18 1.01
H -1.90 -6.33 -1.05
C -2.24 -3.60 -2.88
H -0.89 -1.21 5.10
C 1.81 3.85 0.52
N -2.12 -3.59 -0.67
H 2.04 -0.04 5.25
H -3.62 -5.80 -1.11
C 1.65 -2.36 -2.78
C 6.42 -0.57 -0.01
H 0.66 -1.91 -2.68
C -2.63 -5.78 -1.61
H -1.78 2.03 -3.27
C -2.39 3.31 -1.73
C 6.39 -1.40 -2.62
C -2.00 4.40 -0.96
C -5.67 5.35 -0.11
H 3.53 -0.82 5.22
C 1.06 -5.38 2.19
C 2.75 -0.15 -2.94
C 2.64 0.54 2.55
N 0.04 2.86 3.69
H 2.84 -3.55 -0.06
H 0.21 -0.51 3.94
H -3.22 7.52 -0.98
C -0.84 -0.60 4.16
H 3.21 -1.97 1.62
H 0.60 5.45 -2.93
Rb 0.72 -1.34 0.44
H -2.43 -3.91 -3.94
H -5.77 4.48 0.49
H 1.79 -2.50 -3.89
C -0.32 -5.34 2.22
H -1.92 -1.27 -4.19
P -2.95 5.03 0.58
H 1.68 -3.25 -2.27
C -0.62 3.79 -3.30
Se -1.71 6.56 1.62
N -0.73 -4.69 1.15
H -3.57 -0.17 3.14
H -1.24 0.43 4.44
H -2.71 -0.29 -2.89
N -1.24 -2.38 2.60
H -2.90 -6.26 -2.55
H 1.79 0.35 -2.80
H -7.76 5.52 -0.51
C 5.18 -1.04 -0.44
H 3.53 0.53 -2.55
*
```

Here is a gas-phase ion, C6H11N2S (charge +1) from the Open Molecules 2025 dataset. Energies are from wB97M-V/def2-TZVPD.

E_LUMO (spin up / spin down), Ha: -0.15256 / -0.28419
Relative energy (zero: lowest compared OMol25 entry of this formula, charge and spin), eV: 2.860
⟨S²⟩: 2.019
E_HOMO (spin up / spin down), eV: -10.4 / -14.7

ORCA input file:
```
! RIJCOSX wB97M-V def2-TZVPD def2/J DEFGRID3
* xyz 1 3
N -0.10 -0.57 -0.67
C 0.18 0.54 0.76
H 1.24 2.26 3.57
C -0.63 1.55 1.12
S 1.66 0.67 1.76
H -0.14 1.31 -1.40
N -0.29 2.21 2.21
H -1.34 0.19 -2.04
C 0.89 1.98 2.63
H 1.93 -0.49 -0.96
C -1.21 -1.59 -0.29
H -0.75 -2.23 0.40
C 1.20 -1.28 -0.73
H -1.58 -1.93 -1.20
H 0.39 0.16 -2.63
C -0.33 0.32 -1.83
H -2.05 -1.05 0.20
H -1.68 1.61 0.63
H 1.25 -1.86 -1.68
H 1.35 -1.79 0.15
*
```

Here is 2 unconnected molecules or ions with the total composition C7H10ClN3O3 from the Open Molecules 2025 dataset. Energies are from wB97M-V/def2-TZVPD.

E_LUMO, Ha: -0.06047
E_HOMO, eV: -7.3

ORCA input file:
```
! RIJCOSX wB97M-V def2-TZVPD def2/J DEFGRID3
* xyz 0 1
N 2.16 2.57 1.40
N -1.06 -1.57 -1.39
H -2.10 -3.34 -1.29
C -1.05 -3.04 -1.32
C 0.04 1.87 0.56
N 1.25 0.59 2.17
H -0.01 0.21 -1.64
H -0.57 -3.46 -2.21
H -2.47 -0.24 -2.21
H -0.53 -3.39 -0.42
C -2.35 -0.88 -1.33
C 0.04 -0.88 -1.53
C 0.10 0.71 1.37
H 2.92 3.24 1.42
H 1.31 -0.21 2.79
O 3.27 1.33 2.99
H -0.82 2.02 -0.07
C 2.32 1.49 2.25
O 1.15 3.83 -0.20
Cl 1.58 -1.55 -1.52
C 1.09 2.83 0.52
H -3.12 -1.64 -1.31
O -0.74 -0.20 1.41
H -2.40 -0.26 -0.42
*
```

Here is a gas-phase ion, C2HFNO4 (charge -1) from the Open Molecules 2025 dataset. Energies are from wB97M-V/def2-TZVPD.

E_LUMO, Ha: 0.15078
Relative energy (zero: lowest compared OMol25 entry of this formula, charge and spin), eV: 0.175
SMILES: O=C([O-])O/[N+]([O-])=C/F
E_HOMO, eV: -4.7

ORCA input file:
```
! RIJCOSX wB97M-V def2-TZVPD def2/J DEFGRID3
* xyz -1 1
N 0.84 0.45 -0.33
F 1.73 0.82 1.66
O 1.92 0.12 -0.85
H -0.32 0.89 1.36
O -1.27 -1.62 -1.58
C -1.33 -0.92 -0.63
O -1.85 -0.82 0.45
C 0.60 0.81 0.87
O -0.32 0.27 -0.95
*
```

Here is a molecular structure, C48H62BF5N8OS5V from the Open Molecules 2025 dataset. Energies are from wB97M-V/def2-TZVPD.

E_LUMO (spin up / spin down), Ha: -0.01184 / -0.01243
Relative energy (zero: lowest compared OMol25 entry of this formula, charge and spin), eV: 1.061
⟨S²⟩: 3.814
E_HOMO (spin up / spin down), eV: -5.8 / -7.4

ORCA input file:
```
! RIJCOSX wB97M-V def2-TZVPD def2/J DEFGRID3
* xyz 0 4
C 4.73 -0.87 -3.50
H -0.76 -3.20 3.57
H -4.46 1.14 -1.50
V 1.89 -0.18 -1.46
H -5.02 2.05 1.07
H -0.84 -2.77 -4.31
S 0.31 1.30 -5.63
C 1.33 4.03 3.67
C -4.96 1.88 -5.26
C 2.39 5.00 -1.19
F 7.64 -2.76 -4.45
C -3.31 -1.85 -1.15
C -2.19 1.76 -2.67
C 1.04 -2.90 5.63
N 1.65 -0.45 1.56
C 1.71 2.71 -0.34
C 2.69 4.53 4.17
C 2.93 -0.80 1.42
N -0.55 0.21 0.49
C 6.37 -2.43 -4.24
F 7.02 -0.36 -3.35
H -0.10 2.47 4.19
B 0.96 0.41 0.39
N 1.23 2.33 1.94
H -5.26 0.89 2.40
H -0.46 -0.70 6.34
H -3.44 0.39 4.00
C 0.92 -2.70 -1.02
H -6.73 0.99 -2.51
C 3.67 -1.71 -3.83
H -1.63 3.23 2.26
C 2.77 -1.87 3.54
S 1.97 -1.25 -3.70
C -2.98 1.37 3.79
N 0.90 -0.77 2.61
C -0.84 0.76 -4.58
C -2.56 0.84 1.40
C 1.60 -4.55 0.46
H 0.16 5.46 4.79
C -1.41 -1.33 -5.78
S 3.75 -0.41 -0.05
H -1.68 -3.55 0.04
H 3.07 5.36 3.57
F 5.65 -4.50 -5.09
C 0.47 -1.81 4.72
H 1.58 2.04 4.52
H 1.06 -3.31 -1.91
H -0.98 -5.06 0.65
H -2.84 2.23 -5.31
H -3.39 2.09 4.51
H -3.83 -2.62 -0.57
C 0.86 2.86 4.54
H 3.27 4.60 -1.70
H 1.19 -0.18 5.98
H 0.29 -3.16 6.38
H 1.35 -5.15 1.33
H -1.22 -4.79 -5.82
N -1.27 1.02 1.32
H 5.31 -2.50 3.23
C 0.29 5.16 3.75
H 0.38 -2.88 1.05
H -5.09 2.12 -6.31
H -3.16 3.92 2.85
H -0.88 -4.67 -1.07
C -4.78 1.84 2.12
H 5.12 -2.58 1.46
N 1.33 1.92 0.67
C 0.49 -3.54 0.18
C -2.54 -0.93 -0.24
H -1.91 1.28 3.95
H 0.00 -3.67 -6.43
H -1.62 -3.69 -7.14
H -0.19 1.77 -2.93
C 0.25 -0.52 5.53
C -5.88 1.25 -3.13
O -2.11 2.16 -1.52
H 0.61 6.05 3.19
H -4.31 -0.32 0.82
H -2.67 -2.35 -1.88
H -0.67 4.84 3.36
C 4.99 -1.95 2.34
H -1.30 -1.51 3.48
H 2.60 4.87 5.20
C 1.47 3.58 2.22
C -3.69 1.94 -4.70
N -1.60 -0.33 -4.74
C -3.25 -0.17 0.70
C 1.84 4.50 1.21
H -2.52 -2.93 -4.85
H -2.93 3.58 1.12
C -4.62 1.33 -2.56
H -0.13 0.27 4.89
C 6.05 -1.20 -3.69
C -1.50 -2.73 -5.19
H -2.19 -0.59 -3.96
H 1.60 5.08 -1.94
H -2.16 -1.20 -6.57
H 5.63 -1.08 2.21
S -0.22 -1.38 -1.63
H 1.28 -3.81 5.07
C 3.55 -1.53 2.47
C -1.18 -0.74 -0.31
N -1.04 1.44 -3.36
C 1.97 4.08 -0.08
H -1.58 -2.46 4.96
C -0.88 -2.27 4.15
H -4.07 -1.28 -1.69
H 3.43 3.72 4.14
C -2.72 3.23 2.13
C -3.27 1.82 2.35
C 4.04 -2.94 -4.35
F 3.10 -3.84 -4.67
C -0.85 -4.24 -0.07
H 2.03 5.53 1.46
H 0.74 3.20 5.57
H 1.73 -5.22 -0.39
H 1.89 -2.23 -0.79
H -5.23 2.63 2.72
C 5.35 -3.30 -4.57
H -7.04 1.47 -4.92
H -0.43 -1.16 -6.22
F 4.47 0.32 -2.94
C -1.06 -3.78 -6.20
H 2.61 5.99 -0.80
C -3.52 1.65 -3.35
S 1.91 2.05 -1.93
H 1.93 -2.56 6.16
H 2.55 -4.05 0.65
H 3.20 -2.45 4.34
C -6.05 1.53 -4.48
C 1.42 -1.48 3.58
*
```

Here is a molecular structure, C15H12N2O5S3SbTi from the Open Molecules 2025 dataset. Energies are from wB97M-V/def2-TZVPD.

E_LUMO (spin up / spin down), Ha: 0.17240 / 0.09573
Relative energy (zero: lowest compared OMol25 entry of this formula, charge and spin), eV: 0.000
⟨S²⟩: 3.822
E_HOMO (spin up / spin down), eV: 0.5 / -1.9

ORCA input file:
```
! RIJCOSX wB97M-V def2-TZVPD def2/J DEFGRID3
* xyz -2 4
C 3.42 -0.42 2.55
O 0.82 0.04 1.65
C -4.78 -0.41 0.53
O -5.04 -0.23 -0.85
C -3.98 -0.15 -1.73
C -3.34 -0.26 -4.07
H 3.94 -0.44 -0.80
H -4.50 0.53 1.02
S -1.28 2.44 1.59
C 4.17 -0.52 0.26
C 4.70 -0.68 2.98
Sb 1.07 2.73 2.02
S 2.01 3.45 0.02
C -2.64 0.04 -1.36
H 6.26 -0.88 -0.01
H 0.50 -0.18 -2.77
S 1.17 4.66 3.39
H -1.24 -0.20 -4.49
N 0.14 -0.08 -0.74
C 5.72 -0.87 2.06
C -0.27 -0.08 -2.00
H 4.91 -0.72 4.05
H -5.37 -0.38 -3.33
C -1.62 -0.06 -2.37
O -2.29 0.32 -0.13
C -4.32 -0.27 -3.08
H -5.72 -0.78 0.96
H -3.62 -0.33 -5.11
Ti -0.92 0.11 0.99
O -1.65 -0.57 2.47
H 2.60 -0.29 3.25
C -2.01 -0.17 -3.72
C 5.45 -0.77 0.70
C 1.76 -0.18 0.76
H -3.99 -1.15 0.71
C 3.12 -0.36 1.18
H 6.73 -1.09 2.40
N 1.46 -0.22 -0.53
O -1.36 -1.56 1.55
*
```

Here is 2 unconnected molecules or ions with the total composition C2H6O5Si from the Open Molecules 2025 dataset. Energies are from wB97M-V/def2-TZVPD.

E_LUMO, Ha: 0.00961
Relative energy (zero: lowest compared OMol25 entry of this formula, charge and spin), eV: 0.000
SMILES: O=[Si](O)O.CC(=O)O
E_HOMO, eV: -10.4

ORCA input file:
```
! RIJCOSX wB97M-V def2-TZVPD def2/J DEFGRID3
* xyz 0 1
H -3.15 0.79 -0.16
Si 2.13 0.05 -0.04
H -2.73 -0.57 -1.10
O 1.76 1.44 0.57
H 2.02 -1.16 -1.69
H 0.12 1.58 0.19
O 2.29 -0.30 -1.56
H -2.80 -0.70 0.75
H 2.58 -0.84 1.94
C -2.57 -0.19 -0.16
C -1.11 0.17 0.05
O 2.56 -1.03 0.99
O -0.86 1.47 0.20
O -0.25 -0.72 0.02
*
```

Here is 2 unconnected molecules or ions with the total composition C2H7N3O from the Open Molecules 2025 dataset. Energies are from wB97M-V/def2-TZVPD.

E_LUMO, Ha: 0.01518
Relative energy (zero: lowest compared OMol25 entry of this formula, charge and spin), eV: 4.334
SMILES: [H]/N=C/C.NN=O
E_HOMO, eV: -9.1

ORCA input file:
```
! RIJCOSX wB97M-V def2-TZVPD def2/J DEFGRID3
* xyz 0 1
H -0.39 2.09 -1.66
H 1.91 -1.46 1.26
N 0.92 -1.09 -1.06
H -0.84 -0.78 0.04
H 0.34 -2.19 1.72
C 0.29 -0.89 0.02
N -1.22 1.89 -1.08
O 0.14 1.50 0.55
H 0.67 -0.48 2.05
C 0.84 -1.29 1.35
H -2.16 1.89 -1.43
H 0.56 -0.68 -1.92
N -1.06 1.49 0.15
*
```

Here is C3H4NPS in the gas phase from the Open Molecules 2025 dataset. Energies are from wB97M-V/def2-TZVPD.

E_LUMO, Ha: -0.00634
Relative energy (zero: lowest compared OMol25 entry of this formula, charge and spin), eV: 1.413
SMILES: C1=CSN=PC1
E_HOMO, eV: -8.3

ORCA input file:
```
! RIJCOSX wB97M-V def2-TZVPD def2/J DEFGRID3
* xyz 0 1
C 0.51 0.02 1.03
N -0.08 -2.72 0.99
H -1.18 -0.71 -1.95
C -0.24 0.18 -0.23
H -0.82 1.08 -0.37
S -0.51 -2.68 -0.68
H 0.29 0.82 1.86
H 1.66 0.19 0.81
P 0.42 -1.60 1.94
C -0.67 -0.86 -1.00
*
```

Here is a molecular structure, C16H22CuN10OP from the Open Molecules 2025 dataset. Energies are from wB97M-V/def2-TZVPD.

E_LUMO, Ha: 0.01436
Relative energy (zero: lowest compared OMol25 entry of this formula, charge and spin), eV: 0.000
E_HOMO, eV: -5.2

ORCA input file:
```
! RIJCOSX wB97M-V def2-TZVPD def2/J DEFGRID3
* xyz 0 1
N -2.59 -2.09 -3.10
C 3.66 0.25 -1.80
N -4.00 -3.88 -2.82
H -3.07 0.35 -1.03
O -0.16 -4.26 0.69
H 2.79 2.64 3.49
N 1.29 1.18 3.44
C -2.32 2.42 -1.05
H 4.50 0.33 -2.46
C 0.95 0.87 2.15
C 2.86 -0.80 -1.46
C -2.31 1.08 -0.79
C -1.37 -1.64 -2.77
H 4.06 2.98 -0.13
H -3.03 3.06 -1.54
N -0.29 -1.45 -2.39
N 3.19 1.33 -1.10
P 1.18 2.00 0.75
H 1.95 2.34 5.02
N 1.91 -0.38 -0.57
H 3.01 3.39 -1.50
H 4.60 2.68 -1.79
Cu 0.15 -1.47 -0.13
C -0.70 4.29 -0.61
C -2.78 -3.31 -2.63
C -0.46 1.85 -0.03
C 0.50 -0.87 3.33
N -1.86 -4.04 -1.97
H -2.15 -2.33 1.92
H -2.18 -4.80 -1.39
H -1.03 -3.57 -1.62
H -4.04 -4.88 -2.88
H -0.54 4.68 0.39
H 2.88 -1.81 -1.82
H 1.16 0.06 5.26
H -1.47 4.88 -1.10
C -0.68 -3.15 0.55
C 2.12 0.90 -0.36
N -1.13 2.91 -0.57
C -2.13 -3.06 1.10
H -2.80 -2.66 0.33
C 3.74 2.68 -1.13
H 0.23 4.40 -1.18
H 0.18 -1.88 3.53
C 1.00 0.07 4.20
C 1.83 2.43 3.94
H -4.59 -3.38 -3.47
N 0.48 -0.35 2.07
H 1.15 3.25 3.73
H -2.50 -4.03 1.46
N -1.15 0.74 -0.15
*
```

Here is C4H5P in the gas phase from the Open Molecules 2025 dataset. Energies are from wB97M-V/def2-TZVPD.

E_LUMO, Ha: -0.00788
Relative energy (zero: lowest compared OMol25 entry of this formula, charge and spin), eV: 2.474
E_HOMO, eV: -8.2

ORCA input file:
```
! RIJCOSX wB97M-V def2-TZVPD def2/J DEFGRID3
* xyz 0 1
H -1.88 0.53 -0.39
H 1.88 0.98 0.80
H 1.00 -0.80 2.04
C 1.03 0.36 0.38
C -1.38 -0.37 -0.72
P -1.04 -1.28 0.77
C 0.48 0.61 -0.79
H -1.23 -0.73 -1.70
H 0.76 1.13 -1.69
C 0.37 -0.43 1.30
*
```

Here is 2 unconnected molecules or ions with the total composition C7H14 from the Open Molecules 2025 dataset. Energies are from wB97M-V/def2-TZVPD.

E_LUMO, Ha: 0.04297
Relative energy (zero: lowest compared OMol25 entry of this formula, charge and spin), eV: 1.602
SMILES: C=CCC.C=CC
E_HOMO, eV: -9.5

ORCA input file:
```
! RIJCOSX wB97M-V def2-TZVPD def2/J DEFGRID3
* xyz 0 1
H -0.97 1.32 -3.00
C -1.34 -0.55 1.80
H -2.12 -2.27 0.71
H -0.31 -0.34 -3.51
C -0.09 0.29 1.89
H -1.09 -1.20 -0.26
H 0.62 1.41 -1.16
C -0.26 0.51 -2.83
C -1.22 -1.64 0.73
H 0.92 2.12 1.60
C -0.01 1.56 1.53
H 0.80 -0.22 2.27
H -1.54 -1.02 2.78
H -2.20 0.09 1.57
H 1.47 -0.89 -0.49
H -0.88 2.10 1.14
H -0.36 -2.30 0.93
H 1.52 -1.37 -2.20
H 2.64 -0.13 -1.57
C 1.61 -0.52 -1.51
C 0.61 0.55 -1.83
*
```

| no. | DFT total energy (Eh) |
| --- | --- |
| 1 | -12708.238492 |
| 2 | -742.421445 |
| 3 | -1122.914703 |
| 4 | -532.343866 |
| 5 | -5838.775341 |
| 6 | -3348.843812 |
| 7 | -745.643058 |
| 8 | -319.790522 |
| 9 | -910.936700 |
| 10 | -3227.519421 |
| 11 | -496.609737 |
| 12 | -275.057391 |